51
Properties=species:S:1:pos:R:3 method="wB97M-V/def2-TZVPD" orbital_gap_ha=0.122 total_energy_ha=-3002.4915 homo_energy_ev=-4.44 total_charge=-1 largest_force_ev_per_a=4.334 relative_energy_ev=10.0429
V 2.2638 -4.0996 -1.4015
S -3.9895 1.5641 6.1566
S -0.2075 7.3319 -0.2117
O 5.9685 -6.6770 -2.2091
O -0.0827 5.7792 0.5503
O -4.2817 2.7426 5.2991
O -1.5613 7.4419 -0.7533
O -4.1285 0.2074 5.2237
O 0.2112 8.3763 0.7640
O 0.2252 -2.8696 -5.0719
O 3.0334 -2.7478 -1.1865
O -4.6632 1.3835 7.4846
O 4.5346 -7.8794 -1.2250
O 1.1927 -4.2463 -0.2558
C -0.2911 3.3218 0.2944
C 0.3537 -1.8592 -7.0497
C -0.2361 -0.3912 -5.0284
C -3.8258 -1.0971 5.7675
C 1.0044 7.1784 -1.5659
C 6.7595 -8.8671 -1.7591
C -0.3847 -1.7998 -5.7338
C -3.2355 -1.8994 4.6618
C -0.7358 4.7186 -0.1101
C -2.1464 1.6330 6.5744
C 5.7019 -7.7585 -1.7445
H -3.1289 -0.9248 6.5877
H -3.9424 -2.1909 3.8850
H 7.5267 -8.7611 -0.9921
H 1.0376 8.2397 -1.8123
H -0.9737 0.2062 -5.5643
H -1.0239 2.5949 -0.0557
H -1.9445 0.8987 7.3542
H -1.6009 1.3310 5.6804
H 0.6159 6.5936 -2.3997
H 0.6189 3.0031 -0.2139
H -0.5687 4.8604 -1.1779
H -0.4882 -0.5570 -3.9809
H -3.0903 -2.8948 5.0814
H -2.3500 -1.4880 4.1774
H -0.1743 3.3026 1.3780
H 0.0313 -2.6815 -7.6885
H 7.2094 -9.0640 -2.7323
H -1.7990 4.8219 0.1070
H 1.9259 6.7749 -1.1462
H 1.4384 -1.8540 -6.9424
H -1.4219 -2.0150 -5.9908
H 0.7923 -0.0381 -5.1038
H 6.2343 -9.7843 -1.4930
H -4.6856 -1.5902 6.2210
H -1.9404 2.6435 6.9275
H 0.2230 -0.9135 -7.5757